Computed, not measured: a molecular structure, CH5N3O in a non-equilibrium geometry, with ωB97M-V with the def2-TZVPD basis set.

```
! RIJCOSX wB97M-V def2-TZVPD def2/J DEFGRID3
* xyz 0 1
C 1.678 0.359 -0.101
N -1.890 -0.855 0.111
H 1.742 1.042 -0.953
N -0.930 0.058 0.204
H -1.503 -1.840 -0.103
H 1.314 1.080 0.733
N 0.765 -0.695 -0.211
H -2.782 -0.410 -0.043
H 2.728 0.011 0.058
O -1.121 1.250 0.304
*
```

The value obtained for the HOMO-LUMO gap (spin up / spin down) is 7.7 / 7.7 eV. Its energy is -7629.441 eV.

Computed natural (NBO) charges, given in elementary charges: -0.515 -0.590 0.153 0.403 0.456 0.219 -0.403 0.400 0.228 -0.349

***

Computed, not measured: a single CH5N3O molecule in a non-equilibrium geometry, with ωB97M-V with the def2-TZVPD basis set.

```
! RIJCOSX wB97M-V def2-TZVPD def2/J DEFGRID3
* xyz 0 1
N -0.401 1.365 0.055
H 0.171 1.750 -0.754
N 0.756 -0.591 -0.545
C -0.363 -0.078 -0.173
N -1.459 -0.684 0.323
O 1.745 0.065 0.313
H 0.844 -1.534 -0.264
H -1.416 1.458 -0.222
H 1.441 -0.109 1.205
H -1.318 -1.642 0.063
*
```

The value obtained for the HOMO-LUMO gap is 10.2 eV. Its SMILES is [H]/N=C(/N)NO. Its energy is -7632.979 eV.

Computed natural (NBO) charges, given in elementary charges: -0.804 0.366 -0.342 0.523 -0.722 -0.547 0.365 0.390 0.459 0.312

***

Computed, not measured: a single CH5N3O molecule in a non-equilibrium geometry, with ωB97M-V with the def2-TZVPD basis set.

```
! RIJCOSX wB97M-V def2-TZVPD def2/J DEFGRID3
* xyz 0 3
H 0.989 1.147 -1.085
N 1.115 1.042 -0.087
H -0.547 -0.333 -1.207
N 0.983 -0.353 0.171
H 1.368 -0.561 1.080
C -0.449 -0.832 -0.216
N -1.370 -0.421 0.697
H -0.402 -1.935 -0.135
O -2.034 0.598 0.403
H 0.348 1.647 0.380
*
```

The value obtained for the HOMO-LUMO gap (spin up / spin down) is 9.5 / 8.0 eV. Its energy is -7630.876 eV.

Computed natural (NBO) charges, given in elementary charges: 0.340 -0.659 0.206 -0.462 0.367 -0.157 0.010 0.215 -0.190 0.329

***

Computed, not measured: a single CH5N3O2 molecule in a non-equilibrium geometry, with ωB97M-V with the def2-TZVPD basis set.

```
! RIJCOSX wB97M-V def2-TZVPD def2/J DEFGRID3
* xyz 0 1
O -1.011 0.834 -1.730
N 0.055 0.129 0.339
H 1.341 -0.466 -1.068
H -0.300 1.326 0.994
O -0.907 2.052 0.244
H 1.880 -0.669 0.485
H -0.850 -1.530 -0.307
N 1.379 -0.046 -0.139
C -0.733 1.084 -0.592
N -0.692 -1.052 0.581
H -0.162 -1.663 1.194
*
```

The value obtained for the HOMO-LUMO gap is 11.0 eV. Its SMILES is NN(N)C(=O)O. Its energy is -9680.800 eV.

Computed natural (NBO) charges, given in elementary charges: -0.581 -0.256 0.350 0.506 -0.664 0.355 0.350 -0.653 0.890 -0.653 0.355

***

Computed, not measured: 2 unconnected molecules or ions with the total composition CH5N3O2S in a non-equilibrium geometry, with ωB97M-V with the def2-TZVPD basis set.

```
! RIJCOSX wB97M-V def2-TZVPD def2/J DEFGRID3
* xyz 0 1
N 0.118 -1.116 -1.210
O -2.732 -2.818 -2.609
O -3.009 -0.355 -2.658
H 1.954 0.280 0.508
H -1.914 0.246 -0.772
C 0.014 -0.257 -0.285
H 0.414 0.804 1.201
N 0.956 0.119 0.691
N -1.139 0.484 -0.126
S -2.301 -1.510 -3.061
H 0.934 -1.680 -1.207
H -1.102 1.355 0.254
*
```

The value obtained for the HOMO-LUMO gap is 9.1 eV. Its energy is -20518.315 eV.

Computed natural (NBO) charges, given in elementary charges: -0.810 -0.834 -0.879 0.405 0.417 0.590 0.371 -0.849 -0.837 1.696 0.355 0.374

***

Computed, not measured: a single CH5N3O2S molecule in a non-equilibrium geometry, with ωB97M-V with the def2-TZVPD basis set.

```
! RIJCOSX wB97M-V def2-TZVPD def2/J DEFGRID3
* xyz 0 1
H 2.435 0.013 -1.651
N -0.076 1.416 0.706
N -0.227 0.061 0.227
H -1.823 -2.454 -0.118
N -2.195 -1.535 -0.035
H 0.937 1.483 0.812
O 1.575 -0.184 -1.396
O 2.263 -0.053 0.992
S 1.329 -0.731 0.133
H -0.417 1.990 -0.059
C -1.528 -0.471 0.160
H -2.274 0.465 0.229
*
```

The value obtained for the HOMO-LUMO gap is 9.6 eV. Its energy is -20515.566 eV.

Computed natural (NBO) charges, given in elementary charges: 0.499 -0.639 -0.537 0.352 -0.689 0.376 -0.907 -0.930 1.662 0.355 0.298 0.159

***

Computed, not measured: a single CH5N3OS molecule in a non-equilibrium geometry, with ωB97M-V with the def2-TZVPD basis set.

```
! RIJCOSX wB97M-V def2-TZVPD def2/J DEFGRID3
* xyz 0 1
S -1.332 -1.977 1.231
H 0.952 1.999 0.537
H -0.668 1.972 -0.129
N 0.692 0.657 -0.869
C 0.056 -0.546 -0.585
H 0.971 0.768 -1.835
H -0.257 0.092 1.345
N 0.360 1.894 -0.276
H -0.309 -2.786 1.271
N -0.529 -0.610 0.664
O 0.065 -1.462 -1.354
*
```

The value obtained for the HOMO-LUMO gap is 10.1 eV. Its SMILES is NNC(=O)NS. Its energy is -18470.388 eV.

Computed natural (NBO) charges, given in elementary charges: 0.231 0.357 0.360 -0.494 0.752 0.391 0.398 -0.664 0.093 -0.812 -0.614

***

Computed, not measured: a single CH5N3OS molecule in a non-equilibrium geometry, with ωB97M-V with the def2-TZVPD basis set.

```
! RIJCOSX wB97M-V def2-TZVPD def2/J DEFGRID3
* xyz 0 1
S -1.628 -0.061 -2.252
N 1.669 0.369 1.150
H 0.389 0.732 -1.158
C -0.489 -0.526 0.063
H 1.929 0.283 0.158
H -2.415 0.444 -1.204
H 1.427 1.369 1.292
N 0.426 -0.179 1.198
H 0.359 -1.074 1.679
N -0.270 -0.016 -1.081
O -1.397 -1.341 0.156
*
```

The value obtained for the HOMO-LUMO gap is 9.7 eV. Its SMILES is NNC(=O)NS. Its energy is -18469.109 eV.

Computed natural (NBO) charges, given in elementary charges: 0.192 -0.600 0.386 0.726 0.322 0.140 0.346 -0.509 0.375 -0.734 -0.646

***

Computed, not measured: a single CH5N3OS molecule in a non-equilibrium geometry, with ωB97M-V with the def2-TZVPD basis set.

```
! RIJCOSX wB97M-V def2-TZVPD def2/J DEFGRID3
* xyz 0 1
S 2.597 -0.571 -0.029
H 2.390 0.735 0.843
O -1.824 -1.209 0.096
N -1.407 0.152 0.113
H 0.453 -1.481 0.602
H -1.852 0.681 -0.697
H -1.688 -1.639 -0.775
N 0.486 1.473 -0.116
C -0.040 0.270 0.026
N 0.866 -0.819 -0.180
H 0.019 2.409 0.117
*
```

The value obtained for the HOMO-LUMO gap is 9.3 eV. Its SMILES is [H]/N=C(\NO)NS. Its energy is -18467.355 eV.

Computed natural (NBO) charges, given in elementary charges: 0.139 0.173 -0.579 -0.322 0.397 0.380 0.464 -0.794 0.529 -0.766 0.378

***

Computed, not measured: a single CH5N3S molecule in a non-equilibrium geometry, with ωB97M-V with the def2-TZVPD basis set.

```
! RIJCOSX wB97M-V def2-TZVPD def2/J DEFGRID3
* xyz 0 1
H -0.913 -2.182 -1.235
N -0.026 -1.476 0.517
N 0.298 0.879 0.127
S 1.525 2.197 0.173
H 0.066 0.647 -0.773
C 0.647 -0.295 0.483
H 0.188 3.098 0.122
H 1.217 -0.480 1.550
N -0.963 -1.259 -0.677
H -2.039 -1.128 -0.286
*
```

The value obtained for the HOMO-LUMO gap is 8.9 eV. Its SMILES is N/N=C\NS. Its energy is -16418.719 eV.

Computed natural (NBO) charges, given in elementary charges: 0.368 -0.318 -0.703 0.122 0.405 0.218 0.172 0.181 -0.801 0.355

***

The highest energy belongs to which entry?
number 1

***

Look up the energy of the fourth one.
-9680.800 eV

***

Repeat the first record exactly.
Computed, not measured: a molecular structure, CH5N3O in a non-equilibrium geometry, with ωB97M-V with the def2-TZVPD basis set.

```
! RIJCOSX wB97M-V def2-TZVPD def2/J DEFGRID3
* xyz 0 1
C 1.678 0.359 -0.101
N -1.890 -0.855 0.111
H 1.742 1.042 -0.953
N -0.930 0.058 0.204
H -1.503 -1.840 -0.103
H 1.314 1.080 0.733
N 0.765 -0.695 -0.211
H -2.782 -0.410 -0.043
H 2.728 0.011 0.058
O -1.121 1.250 0.304
*
```

The value obtained for the HOMO-LUMO gap (spin up / spin down) is 7.7 / 7.7 eV. Its energy is -7629.441 eV.

Computed natural (NBO) charges, given in elementary charges: -0.515 -0.590 0.153 0.403 0.456 0.219 -0.403 0.400 0.228 -0.349